[1]
A structure of composition C30H28FeN2Si. Source: OMol25; level of theory: wB97M-V/def2-TZVPD.

Calculated values
- <S²> = 6.0227
- frontier orbital gap (alpha / beta) (eV) = 5.0 / 5.9
- largest force on an atom (eV Å⁻¹) = 3.73
- spin multiplicity = 5
- E_LUMO (alpha / beta) (eV) = -0.7 / -0.8

CARTESIAN COORDINATES (ANGSTROEM)
C (-0.4261, -0.6668, 2.4956)
C (0.6775, -0.9890, 1.6738)
C (1.5989, 0.1239, 1.6354)
H (0.8416, -2.0222, 1.2485)
C (0.9719, 1.1449, 2.4225)
C (-0.2500, 0.6452, 2.9689)
H (-0.8758, 1.0464, 3.7548)
H (-1.2034, -1.3733, 2.8324)
H (2.5461, 0.1493, 1.0492)
H (1.4489, 2.0929, 2.7120)
Fe (-0.2035, 0.6252, 0.5429)
C (0.5616, -0.1319, -1.1359)
H (1.6950, 0.1507, -0.8001)
H (0.1616, -1.3003, -0.8615)
H (0.1758, 0.2611, -2.1867)
Si (2.3088, -2.3146, -2.6590)
C (0.7289, -2.8640, -3.5664)
C (0.8753, -4.2508, -3.8907)
H (1.7482, -4.8213, -3.5293)
C (-0.0870, -4.8569, -4.7532)
H (-0.0136, -5.9351, -4.9878)
C (-1.2143, -4.1070, -5.2246)
H (-2.0214, -4.5593, -5.8537)
C (-1.3502, -2.7317, -4.8484)
H (-2.2632, -2.2089, -5.1508)
C (-0.3462, -2.0831, -4.0753)
H (-0.4429, -1.0056, -3.8747)
C (3.0413, -0.9515, -3.7882)
C (3.7216, -1.5617, -4.8660)
H (3.5094, -2.5930, -5.1445)
C (4.8433, -0.8929, -5.4136)
H (5.4296, -1.3778, -6.2149)
C (5.2322, 0.3879, -4.9493)
H (6.0591, 0.9220, -5.4823)
C (4.4621, 1.0448, -3.9457)
H (4.7001, 2.0722, -3.6435)
C (3.3487, 0.3656, -3.4005)
H (2.8109, 0.8399, -2.5940)
H (3.1833, -3.2498, -1.9086)
H (3.3015, -3.3709, -2.9353)
C (-3.8826, -0.4757, -1.4921)
C (-2.5930, -0.4338, -0.9691)
N (-2.1357, 0.5578, -0.1487)
C (-3.0762, 1.4954, 0.2297)
C (-4.4605, 1.4701, -0.2405)
C (-4.8612, 0.4238, -1.1370)
C (-5.3850, 2.4738, 0.2137)
C (-4.9361, 3.4326, 1.1228)
C (-3.5833, 3.5420, 1.5476)
C (-3.0475, 4.4632, 2.4529)
C (-1.7061, 4.4783, 2.7782)
C (-0.8271, 3.5444, 2.2303)
N (-1.2960, 2.5882, 1.3887)
C (-2.6383, 2.5759, 1.0914)
H (-4.0509, -1.2856, -2.2127)
H (-1.8837, -1.1919, -1.1791)
H (-5.8627, 0.3731, -1.6019)
H (-6.4182, 2.4076, -0.1148)
H (-5.6313, 4.1059, 1.5594)
H (-3.6942, 5.1979, 2.8384)
H (-1.3014, 5.2492, 3.4318)
H (0.2258, 3.5258, 2.4838)

[2]
A structure of composition C30H28N3O4ReSb. Source: OMol25; level of theory: wB97M-V/def2-TZVPD.

Calculated values
- energy relative to the best compared isomer or geometry (same formula, charge and spin) (eV) = 1.8434
- <S²> = 0.7804
- frontier orbital gap (alpha / beta) (eV) = 4.2 / 4.7
- largest force on an atom (eV Å⁻¹) = 3.89
- spin multiplicity = 2
- E_LUMO (alpha / beta) (eV) = -9.8 / -9.2
- total charge = +2

CARTESIAN COORDINATES (ANGSTROEM)
Re (-2.1453, -0.5969, 0.3295)
N (-4.4297, -1.0140, 0.5379)
N (-4.9580, 0.1947, 1.0339)
C (-4.1045, 1.2292, 1.3571)
O (-4.4878, 2.2787, 1.7842)
O (-2.8356, 0.9033, 1.1350)
H (-4.8196, -1.2501, -0.3854)
H (-4.6299, -1.8045, 1.1651)
H (-5.9478, 0.2943, 1.2305)
C (2.0875, 2.8069, 2.4444)
C (2.2705, 1.3608, 2.7692)
C (3.1584, 1.0240, 3.7952)
C (3.3897, -0.2886, 4.1555)
C (2.7300, -1.3126, 3.4931)
C (1.8183, -1.0071, 2.4935)
C (1.6094, 0.3122, 2.1200)
Sb (0.2502, 0.6490, 0.4407)
C (1.0860, 0.3874, -1.5394)
C (0.1703, 0.0608, -2.5270)
C (0.6131, -0.2184, -3.8078)
C (1.9723, -0.1724, -4.0832)
C (2.8758, 0.1543, -3.0909)
C (2.4543, 0.4366, -1.7926)
C (3.4409, 0.7616, -0.7218)
C (-0.5532, 2.6550, 0.7920)
C (-1.1142, 2.7776, 2.0517)
C (-1.8182, 3.9234, 2.3887)
C (-1.9369, 4.9470, 1.4586)
C (-1.3549, 4.8255, 0.2138)
C (-0.6492, 3.6720, -0.1517)
C (-0.0393, 3.5705, -1.5082)
H (2.9630, 3.3755, 2.7503)
H (1.2311, 3.2151, 2.9850)
H (1.9175, 2.9642, 1.3771)
H (3.6702, 1.8252, 4.3088)
H (4.0867, -0.5162, 4.9485)
H (2.9270, -2.3435, 3.7406)
H (1.3044, -1.8043, 1.9774)
H (-0.8956, 0.0197, -2.2903)
H (-0.0910, -0.4735, -4.5834)
H (2.3198, -0.3902, -5.0802)
H (3.9299, 0.1891, -3.3201)
H (4.4366, 0.8976, -1.1365)
H (3.4803, -0.0532, 0.0033)
H (3.1518, 1.6719, -0.1946)
H (-1.0346, 1.9662, 2.7669)
H (-2.2857, 4.0003, 3.3559)
H (-2.4865, 5.8407, 1.7146)
H (-1.4279, 5.6341, -0.4986)
H (0.0158, 4.5493, -1.9772)
H (-0.6553, 2.9337, -2.1467)
H (0.9643, 3.1452, -1.4617)
O (0.7427, -2.0870, -0.1400)
C (-0.2099, -2.7070, -0.5738)
N (-1.5255, -2.2087, -0.4956)
C (-2.3914, -3.1295, -1.1677)
O (-3.5767, -2.9157, -1.2411)
C (-1.5756, -4.2367, -1.6589)
C (-1.9189, -5.3717, -2.3684)
C (-0.9062, -6.2846, -2.6534)
C (0.3974, -6.0674, -2.2229)
C (0.7504, -4.9172, -1.5227)
C (-0.2477, -3.9988, -1.2566)
H (-2.9359, -5.5413, -2.6839)
H (-1.1443, -7.1789, -3.2102)
H (1.1536, -6.8082, -2.4319)
H (1.7636, -4.7543, -1.1933)

[3]
A structure of composition C30H28N3O4SiSn. Source: OMol25; level of theory: wB97M-V/def2-TZVPD.

Calculated values
- energy relative to the best compared isomer or geometry (same formula, charge and spin) (eV) = 0.0000
- frontier orbital gap (alpha / beta) (eV) = 5.9 / 6.1
- largest force on an atom (eV Å⁻¹) = 0.45
- E_LUMO (alpha / beta) (eV) = -5.1 / -4.6
- total charge = +1

CARTESIAN COORDINATES (ANGSTROEM)
Sn (-0.1506, -0.7929, -0.1848)
O (0.6888, -0.2487, -2.1957)
C (1.7005, 0.2051, -2.8123)
C (1.6467, 0.4443, -4.2188)
C (2.7562, 0.8370, -4.8976)
C (3.9997, 1.0646, -4.2354)
C (4.0791, 0.9083, -2.8935)
C (2.9436, 0.4957, -2.1267)
C (3.0695, 0.4796, -0.7445)
N (2.1116, 0.1871, 0.1455)
N (2.5221, 0.3641, 1.3866)
C (1.5170, 0.1415, 2.2894)
O (0.4461, -0.4283, 1.9825)
C (1.7480, 0.6350, 3.6534)
C (0.6473, 0.8435, 4.4852)
C (0.8332, 1.3498, 5.7584)
C (2.1169, 1.6363, 6.2083)
C (3.2156, 1.4136, 5.3883)
C (3.0359, 0.9237, 4.1063)
H (0.7069, 0.2555, -4.7200)
H (2.6996, 0.9767, -5.9698)
H (4.8681, 1.3612, -4.8060)
H (5.0096, 1.1005, -2.3732)
H (4.0229, 0.7947, -0.3275)
H (-0.3426, 0.6127, 4.1153)
H (-0.0174, 1.5171, 6.4050)
H (2.2621, 2.0386, 7.2022)
H (4.2133, 1.6200, 5.7512)
H (3.8815, 0.7524, 3.4554)
C (-4.9185, -0.8252, -1.2089)
Si (-3.7845, -1.0991, 0.2432)
C (-2.9429, -2.7492, 0.0275)
C (-4.6360, -1.0948, 1.9027)
N (-2.5085, 0.1574, 0.2107)
C (-2.7380, 1.4534, 0.2987)
C (-4.0346, 2.0306, 0.5287)
C (-4.2341, 3.3799, 0.5523)
C (-3.1488, 4.2477, 0.3626)
C (-1.8676, 3.7516, 0.1609)
C (-1.6541, 2.3898, 0.1377)
O (-0.4112, 1.8448, -0.0415)
C (0.5831, 2.7283, -0.5156)
C (1.4960, 3.2386, 0.3839)
C (2.4905, 4.0843, -0.0894)
C (2.5467, 4.4103, -1.4378)
C (1.6037, 3.8973, -2.3195)
C (0.6079, 3.0483, -1.8587)
H (-5.6228, -1.6548, -1.2957)
H (-4.3341, -0.7837, -2.1306)
H (-5.4946, 0.0978, -1.1363)
H (-3.6974, -3.5373, 0.0886)
H (-2.2060, -2.9495, 0.8085)
H (-2.4540, -2.8439, -0.9439)
H (-5.1542, -2.0442, 2.0505)
H (-5.3699, -0.2969, 2.0152)
H (-3.8992, -0.9890, 2.7020)
H (-4.8669, 1.3605, 0.6828)
H (-5.2243, 3.7808, 0.7181)
H (-3.3025, 5.3179, 0.3758)
H (-1.0399, 4.4315, 0.0214)
H (1.4281, 2.9781, 1.4326)
H (3.2144, 4.4936, 0.6026)
H (3.3225, 5.0700, -1.8022)
H (1.6398, 4.1576, -3.3688)
H (-0.1366, 2.6345, -2.5265)
O (3.2795, -3.0321, 0.0926)
C (2.1646, -2.9012, 0.0974)

| no. | energy (Ha) |
| --- | --- |
| 1 | -2822.41603 |
| 2 | -1943.08918 |
| 3 | -2128.82315 |